[1]
This record from the Open Molecules 2025 dataset describes a structure of composition C44H46BClN10OS3 at a distorted geometry. The level of theory is the ωB97M-V functional and the def2-TZVPD basis.

Cartesian coordinates (Å):
N: 1.011 -1.293 2.915
B: 1.190 0.114 2.706
O: 2.144 0.866 3.351
C: 0.249 0.847 1.643
C: -1.052 1.285 2.044
S: -1.479 1.017 3.743
C: -1.916 1.900 1.176
C: -3.313 2.401 1.447
C: -4.350 1.403 1.969
C: -4.534 0.185 1.075
S: -3.372 -1.161 1.468
C: -1.422 2.109 -0.149
N: -2.082 2.711 -1.141
S: -1.156 2.717 -2.427
N: 0.164 1.952 -1.840
C: -0.140 1.691 -0.578
C: 0.692 1.044 0.369
Cl: 2.258 0.481 -0.118
H: 0.649 -1.727 2.074
H: 1.859 -1.790 3.170
H: 2.922 0.303 3.430
H: -1.054 2.143 4.341
H: -3.701 2.733 0.491
H: -3.274 3.292 2.069
H: -5.304 1.924 1.948
H: -4.203 1.119 3.000
H: -5.536 -0.195 1.238
H: -4.473 0.441 0.022
H: -3.317 -1.831 0.307
N: 1.399 -1.548 -4.137
C: 0.334 -0.837 -3.771
C: -0.942 -1.066 -4.262
C: -1.126 -2.082 -5.183
C: -0.027 -2.832 -5.576
C: 1.207 -2.525 -5.024
H: 0.512 -0.048 -3.051
H: -1.771 -0.457 -3.924
H: -2.109 -2.287 -5.588
H: -0.123 -3.635 -6.294
H: 2.092 -3.087 -5.304
N: 5.249 -1.349 3.728
C: 6.155 -1.796 2.859
C: 7.477 -1.379 2.846
C: 7.883 -0.444 3.783
C: 6.954 0.034 4.693
C: 5.659 -0.453 4.624
H: 5.798 -2.525 2.141
H: 8.169 -1.779 2.117
H: 8.906 -0.091 3.803
H: 7.224 0.769 5.438
H: 4.900 -0.105 5.318
N: -2.142 2.862 7.324
C: -1.323 1.830 7.507
C: -0.431 1.733 8.563
C: -0.386 2.771 9.481
C: -1.229 3.858 9.302
C: -2.085 3.850 8.212
H: -1.393 1.043 6.762
H: 0.212 0.869 8.660
H: 0.298 2.736 10.319
H: -1.223 4.692 9.990
H: -2.766 4.675 8.032
N: 7.311 -3.128 -3.794
C: 7.007 -1.832 -3.806
C: 5.710 -1.345 -3.880
C: 4.665 -2.253 -3.947
C: 4.967 -3.606 -3.936
C: 6.298 -3.989 -3.858
H: 7.851 -1.152 -3.754
H: 5.524 -0.280 -3.883
H: 3.635 -1.909 -4.002
H: 4.186 -4.354 -3.984
H: 6.573 -5.038 -3.844
N: -2.596 -3.439 -1.975
C: -2.443 -3.684 -3.274
C: -1.958 -4.881 -3.779
C: -1.611 -5.880 -2.885
C: -1.763 -5.642 -1.529
C: -2.258 -4.410 -1.129
H: -2.723 -2.875 -3.940
H: -1.856 -5.023 -4.846
H: -1.228 -6.828 -3.239
H: -1.504 -6.392 -0.795
H: -2.394 -4.184 -0.077
N: -1.118 -0.740 -9.475
C: -1.595 -1.019 -10.685
C: -2.307 -2.171 -10.986
C: -2.532 -3.087 -9.972
C: -2.041 -2.814 -8.707
C: -1.344 -1.630 -8.510
H: -1.395 -0.277 -11.450
H: -2.673 -2.344 -11.988
H: -3.082 -4.000 -10.166
H: -2.195 -3.504 -7.887
H: -0.943 -1.379 -7.537
N: -4.847 6.295 4.346
C: -3.858 5.584 4.882
C: -2.708 6.148 5.415
C: -2.576 7.526 5.389
C: -3.597 8.281 4.834
C: -4.706 7.619 4.329
H: -3.995 4.507 4.884
H: -1.938 5.517 5.837
H: -1.694 8.004 5.794
H: -3.536 9.360 4.791
H: -5.527 8.173 3.888

Calculated values
* net charge: 0
* DFT total energy: -109028.3317 eV
* HOMO-LUMO gap: 7.65 eV

***

[2]
This record from the Open Molecules 2025 dataset describes a cluster of 2 separate species, C6H5Cl4N in total at a distorted geometry. The level of theory is the ωB97M-V functional and the def2-TZVPD basis.

Cartesian coordinates (Å):
C: 0.232 0.933 -0.274
C: -1.277 1.114 -0.469
C: 0.529 -0.184 0.362
C: -1.923 -0.030 -0.611
C: -0.546 -1.108 0.907
C: -4.771 0.291 0.055
N: -1.645 -1.144 0.042
Cl: -5.055 0.308 1.715
Cl: -5.056 1.778 -0.712
Cl: -5.414 -1.102 -0.836
Cl: -2.017 -2.782 -0.673
H: 0.867 1.725 -0.580
H: -1.505 2.195 -0.518
H: 1.486 -0.552 0.560
H: -0.218 -2.082 0.986
H: -0.953 -0.820 1.912

Calculated values
* net charge: 0
* DFT total energy: -57876.2684 eV
* HOMO-LUMO gap (alpha / beta): 7.94 / 6.85 eV
* energy above the lowest of the compared OMol25 structures with the same formula, charge and spin: 65.63 kcal/mol

***

[3]
This record from the Open Molecules 2025 dataset describes a structure of composition C23H17Br2IrN7O4 at a distorted geometry. The level of theory is the ωB97M-V functional and the def2-TZVPD basis.

Cartesian coordinates (Å):
Ir: -0.224 -0.141 -0.264
N: 0.875 3.773 -1.711
C: 0.750 4.270 -0.437
C: 0.436 3.212 0.356
N: 0.381 2.062 -0.410
C: 0.637 2.454 -1.649
C: 0.552 1.440 -2.670
N: 0.242 0.226 -2.255
C: 0.086 -0.553 -3.382
C: 0.349 0.210 -4.472
N: 0.640 1.474 -4.008
H: 1.104 4.311 -2.530
H: 0.884 5.313 -0.214
H: 0.255 3.218 1.410
H: -0.166 -1.595 -3.332
H: 0.346 -0.029 -5.520
H: 0.859 2.270 -4.582
O: -4.136 -0.183 0.863
C: -2.950 -0.309 0.715
O: -2.219 0.363 -0.145
C: -2.161 -1.222 1.615
C: -2.737 -1.954 2.638
C: -1.922 -2.751 3.417
C: -0.557 -2.804 3.148
C: -0.053 -2.040 2.116
N: -0.857 -1.266 1.386
H: -3.806 -1.874 2.780
H: -2.338 -3.333 4.229
H: 0.109 -3.429 3.725
H: 0.996 -2.044 1.848
Br: -2.533 -7.531 -3.280
C: -1.308 -6.189 -2.787
C: 0.043 -6.353 -3.071
N: 0.964 -5.450 -2.753
C: 0.551 -4.347 -2.135
C: -0.775 -4.093 -1.813
C: -1.735 -5.044 -2.147
C: -1.237 -2.855 -1.113
O: -2.379 -2.675 -0.765
O: -0.251 -1.983 -0.949
H: 0.386 -7.249 -3.574
H: 1.321 -3.630 -1.877
H: -2.775 -4.873 -1.905
Br: -2.094 2.790 4.946
C: -0.601 2.121 4.027
C: 0.678 2.267 4.537
C: 1.736 1.736 3.816
C: 1.470 1.092 2.618
N: 0.237 0.963 2.127
C: -0.783 1.467 2.816
H: 0.841 2.787 5.470
H: 2.752 1.821 4.175
H: 2.270 0.659 2.027
H: -1.770 1.375 2.378

Calculated values
* net charge: +1
* DFT total energy: -185665.9690 eV
* HOMO-LUMO gap: 6.99 eV
* energy above the lowest of the compared OMol25 structures with the same formula, charge and spin: 96.33 kcal/mol

***

[4]
This record from the Open Molecules 2025 dataset describes a structure of composition C29H35N4O at a distorted geometry. The level of theory is the ωB97M-V functional and the def2-TZVPD basis.

Cartesian coordinates (Å):
C: 3.567 1.275 3.330
N: 2.608 1.596 2.319
C: 2.271 2.977 2.227
C: 0.995 3.235 1.434
C: 1.033 2.374 0.214
N: 0.874 2.935 -0.984
C: 0.871 4.420 -1.110
C: 0.992 4.963 -2.527
O: 1.289 3.991 -3.523
C: 0.432 2.851 -3.406
C: 0.774 2.053 -2.159
C: 1.197 0.884 0.341
C: 1.758 0.564 1.756
H: 3.266 0.398 3.925
H: 4.567 1.090 2.892
H: 3.675 2.148 4.000
H: 2.151 3.404 3.237
H: 3.130 3.528 1.794
H: 0.142 2.988 2.104
H: 0.932 4.308 1.188
H: -0.059 4.802 -0.675
H: 1.711 4.825 -0.534
H: 0.045 5.468 -2.776
H: 1.815 5.682 -2.573
H: -0.640 3.129 -3.378
H: 0.665 2.251 -4.297
H: 1.740 1.527 -2.328
H: -0.016 1.290 -2.024
H: 1.922 0.477 -0.373
H: 2.392 -0.328 1.655
H: 0.951 0.256 2.462
C: 0.770 -2.937 -4.411
N: 0.729 -2.664 -2.984
C: 0.801 -1.460 -2.350
C: 0.586 -1.630 -0.968
C: 0.109 -0.633 0.000
C: -1.101 -1.037 0.634
C: -2.031 -2.038 0.270
N: -3.116 -1.992 1.081
C: -4.209 -2.948 1.111
C: -3.001 -0.894 1.936
C: -1.809 -0.227 1.630
C: -1.533 1.012 2.184
C: -2.419 1.485 3.172
C: -3.563 0.769 3.541
C: -3.889 -0.451 2.911
C: 0.497 -3.083 -0.759
C: 0.547 -3.687 -2.041
C: 0.265 -5.022 -2.280
C: -0.102 -5.816 -1.191
C: -0.162 -5.243 0.096
C: 0.118 -3.883 0.309
H: 1.090 -3.980 -4.561
H: -0.217 -2.811 -4.895
H: 1.494 -2.267 -4.895
H: 0.911 -0.551 -2.926
H: -0.053 0.491 -0.240
H: -1.994 -2.750 -0.570
H: -4.784 -2.751 2.025
H: -4.874 -2.847 0.235
H: -3.812 -3.977 1.138
H: -0.696 1.580 1.827
H: -2.211 2.440 3.674
H: -4.233 1.136 4.316
H: -4.760 -1.055 3.150
H: 0.345 -5.427 -3.304
H: -0.333 -6.862 -1.334
H: -0.439 -5.887 0.941
H: 0.032 -3.464 1.314

Calculated values
* net charge: +1
* DFT total energy: -38636.9449 eV
* HOMO-LUMO gap: 5.03 eV
* energy above the lowest of the compared OMol25 structures with the same formula, charge and spin: 131.64 kcal/mol

***

[5]
This record from the Open Molecules 2025 dataset describes a cluster of 2 separate species, C3H7O4 in total at a distorted geometry. The level of theory is the ωB97M-V functional and the def2-TZVPD basis.

Cartesian coordinates (Å):
O: -0.584 0.995 -1.029
C: -0.131 1.350 0.095
O: -0.279 2.519 0.529
C: 0.735 0.383 0.965
C: 1.041 -0.830 0.087
O: 1.497 -1.959 0.884
H: 0.093 0.198 1.830
H: 1.518 0.980 1.460
H: 0.061 -1.091 -0.325
H: 1.910 -0.830 -0.638
H: 1.004 -2.129 1.690
H: -1.488 -2.076 -0.984
H: -1.723 -0.580 -1.464
O: -2.106 -1.490 -1.443

Calculated values
* net charge: -1
* DFT total energy: -11415.7410 eV
* HOMO-LUMO gap: 7.80 eV
* energy above the lowest of the compared OMol25 structures with the same formula, charge and spin: 16.55 kcal/mol

***

[6]
This record from the Open Molecules 2025 dataset describes a cluster of 2 separate species, C3H4ClO4 in total at a distorted geometry. The level of theory is the ωB97M-V functional and the def2-TZVPD basis.

Cartesian coordinates (Å):
C: 0.922 1.099 -0.490
C: -0.491 -1.499 1.329
C: -0.242 0.197 -0.597
O: 1.963 0.965 -1.150
O: 0.866 2.074 0.463
O: -0.823 -0.770 2.198
O: -0.202 -0.643 -1.728
Cl: -1.836 0.974 -0.590
H: -1.184 -2.182 0.807
H: 0.612 -1.933 1.355
H: -0.083 2.091 0.825
H: 0.496 -0.373 -2.423

Calculated values
* net charge: -1
* DFT total energy: -23887.7217 eV
* HOMO-LUMO gap: 6.55 eV
* energy above the lowest of the compared OMol25 structures with the same formula, charge and spin: 79.51 kcal/mol